Formula: C17H15Cl5F5MnN2O2
Source: the Open Molecules 2025 dataset
Level of theory: ωB97M-V/def2-TZVPD

Geometry (Å):
Mn -0.12 -0.23 -0.48
Cl -2.23 -1.57 -0.27
C -2.84 0.08 -0.08
C -1.85 1.05 -0.06
C -2.32 2.35 0.05
Cl -1.14 3.63 0.05
C -3.67 2.67 0.14
Cl -4.19 4.30 0.28
C -4.62 1.64 0.12
Cl -6.29 2.00 0.23
C -4.21 0.32 0.00
Cl -5.34 -0.97 -0.06
F 5.35 -1.02 -4.16
C 4.52 -0.81 -3.14
C 3.21 -1.26 -3.20
F 2.76 -1.91 -4.28
C 2.38 -1.04 -2.13
F 1.08 -1.47 -2.14
C 2.76 -0.36 -0.97
O 1.93 -0.16 0.02
C 4.09 0.08 -0.95
F 4.53 0.73 0.14
C 4.95 -0.13 -2.01
F 6.20 0.31 -1.95
N 1.93 0.25 4.22
C 1.30 -1.10 4.05
C 0.92 -1.28 2.58
N 0.06 -0.22 2.07
C 0.63 1.11 2.33
C 0.98 1.34 3.79
H 2.75 0.30 3.61
H 2.24 0.40 5.18
H 0.42 -1.13 4.70
H 2.00 -1.86 4.37
H 0.44 -2.24 2.46
H 1.83 -1.28 1.97
H -0.87 -0.28 2.47
H -0.07 1.87 1.99
H 1.53 1.20 1.71
H 0.10 1.27 4.43
H 1.45 2.31 3.93
C -0.60 0.68 -3.66
O 0.04 1.07 -2.44
H 0.00 0.99 -4.52
H -1.60 1.11 -3.74
H -0.68 -0.40 -3.66
H 0.07 2.03 -2.39

Orbital gap (alpha / beta) in eV: 7.50 / 7.57
Spin multiplicity: 6
ΔE to the lowest compared entry with this formula, charge and spin in kJ/mol: 28.81
Charge: +1